(1)
55
Properties=species:S:1:pos:R:3 method="wB97M-V/def2-TZVPD" charge=+2 e_tot_ha=-1822.9233 multiplicity=1 fmax_ev_per_a=3.52 gap_ev="3.2 / 3.1"
Bi 0.019 -0.071 0.759
P -1.565 2.237 0.251
C -2.710 1.579 -0.969
C -2.360 0.456 -1.777
N -1.228 -0.365 -1.567
C -0.611 -0.988 -2.596
C -1.153 -0.995 -3.877
C -2.392 -0.378 -4.065
C -3.041 0.240 -3.018
C 0.712 -1.709 -2.326
P 1.107 -2.099 -0.583
H -4.020 0.703 -3.132
H -0.617 -1.489 -4.685
H -2.811 -0.329 -5.060
H 0.798 -2.630 -2.928
H 1.529 -1.061 -2.677
H -4.852 -0.461 0.942
H -3.757 1.946 -1.016
H -2.993 -2.501 1.452
O -4.616 -0.754 1.848
H -4.275 0.076 2.394
H -1.385 -1.525 1.261
O -2.079 -2.660 1.710
H -2.026 -2.457 2.726
C 0.301 -3.732 -0.344
H 0.724 -4.474 -1.048
H 0.465 -4.095 0.687
H -0.788 -3.691 -0.532
C 2.907 -2.346 -0.462
H 3.207 -2.234 0.594
H 3.210 -3.345 -0.819
H 3.423 -1.572 -1.054
C -0.861 3.391 -1.060
H -1.632 4.168 -1.244
H 0.127 3.811 -0.787
H -0.820 2.780 -1.991
C -2.428 3.207 1.584
H -1.653 3.632 2.259
H -3.065 4.010 1.164
H -3.072 2.503 2.153
C 2.624 2.006 -0.392
C 3.034 1.439 0.897
C 4.271 1.508 1.576
C 4.122 0.790 2.788
C 2.778 0.322 2.801
C 2.064 -0.493 3.801
N 2.136 0.718 1.646
H 2.179 3.006 -0.290
H 1.899 1.357 -0.914
H 3.516 2.114 -1.017
H 5.153 2.002 1.172
H 4.871 0.592 3.565
H 2.260 -1.570 3.637
H 2.401 -0.253 4.823
H 0.972 -0.317 3.742

(2)
99
Properties=species:S:1:pos:R:3 method="wB97M-V/def2-TZVPD" charge=+1 e_tot_ha=-1645.8476 multiplicity=1 fmax_ev_per_a=4.01 gap_ev=5.8
C -1.570 -0.044 7.203
C -0.100 0.064 6.804
C 0.447 1.473 6.968
N 0.526 -1.039 6.512
N 0.948 -1.362 5.176
C 2.070 -0.390 4.832
C 3.162 -0.793 3.828
C 4.549 -1.178 4.460
O 5.032 -2.366 3.824
C 1.607 -2.713 5.456
C 1.743 -3.705 4.285
C 1.026 -5.063 4.622
C 2.001 -6.141 5.201
N 2.238 -7.145 4.171
C 2.703 -6.913 2.907
C 2.758 -8.117 2.267
C 2.335 -9.134 3.182
C 2.028 -8.468 4.343
C -0.165 -1.442 4.216
C 0.139 -0.906 2.783
O 0.728 -1.561 1.946
C -0.365 0.463 2.355
C -1.699 0.815 2.456
C -2.126 2.050 2.006
C -1.192 2.898 1.452
C 0.150 2.565 1.369
C 0.573 1.330 1.819
H -2.198 0.600 6.574
H -1.895 -1.085 7.101
H -1.672 0.185 8.275
H 0.027 2.171 6.232
H 0.088 1.813 7.950
H 1.539 1.456 7.002
H 1.619 0.562 4.512
H 2.562 -0.150 5.780
H 2.924 -1.589 3.117
H 3.379 0.091 3.212
H 5.285 -0.412 4.201
H 4.484 -1.337 5.546
H 4.859 -3.128 4.384
H 1.053 -3.205 6.259
H 2.591 -2.524 5.900
H 1.361 -3.401 3.306
H 2.804 -3.951 4.153
H 0.574 -5.428 3.693
H 0.196 -4.928 5.329
H 2.944 -5.699 5.547
H 1.492 -6.632 6.036
H 2.947 -5.920 2.551
H 3.067 -8.236 1.235
H 2.265 -10.195 2.992
H 1.673 -8.994 5.222
H -0.565 -2.454 4.078
H -1.052 -0.870 4.512
H -2.379 0.079 2.890
H -3.184 2.290 2.070
H -1.517 3.862 1.065
H 0.821 3.286 0.910
H 1.623 1.062 1.722
C 0.908 5.482 -1.287
C -0.034 5.599 -2.480
C -0.891 4.352 -2.693
C -0.111 3.074 -3.007
C 0.795 3.154 -4.236
C 0.031 3.406 -5.532
H 1.628 4.671 -1.419
H 1.474 6.406 -1.156
H 0.345 5.299 -0.367
H 0.541 5.828 -3.381
H -0.699 6.451 -2.318
H -1.605 4.549 -3.497
H -1.495 4.177 -1.795
H -0.827 2.258 -3.147
H 0.496 2.793 -2.140
H 1.336 2.209 -4.329
H 1.554 3.929 -4.101
H -0.701 2.617 -5.710
H 0.718 3.425 -6.379
H -0.494 4.363 -5.513
C -1.674 0.917 -7.899
C -2.113 2.185 -8.625
C -3.578 2.544 -8.378
C -4.591 1.510 -8.873
C -4.503 1.179 -10.362
C -4.782 2.377 -11.265
H -2.231 0.042 -8.238
H -0.615 0.726 -8.083
H -1.816 1.018 -6.821
H -1.920 2.081 -9.695
H -1.492 3.017 -8.280
H -3.787 3.511 -8.845
H -3.732 2.693 -7.304
H -5.598 1.879 -8.651
H -4.479 0.585 -8.299
H -5.233 0.397 -10.586
H -3.522 0.759 -10.603
H -5.777 2.784 -11.074
H -4.735 2.082 -12.314
H -4.051 3.174 -11.116

(3)
12
Properties=species:S:1:pos:R:3 method="wB97M-V/def2-TZVPD" e_tot_ha=-629.2369 multiplicity=1 fmax_ev_per_a=6.05 gap_ev=10.1
C -0.260 -0.672 0.026
C 0.690 0.514 0.479
C 2.068 0.196 0.014
C 3.022 -0.647 -0.143
H -2.556 -0.760 1.121
H 0.013 -1.517 0.763
H -0.033 -1.433 -1.103
H 0.570 0.478 1.646
H -0.917 1.705 0.031
H 3.742 -1.633 -0.416
O 0.032 1.507 -0.302
S -2.137 -0.327 -0.118

(4)
19
Properties=species:S:1:pos:R:3 method="wB97M-V/def2-TZVPD" charge=-1 e_tot_ha=-381.7238 multiplicity=1 fmax_ev_per_a=3.94 gap_ev=5.5
C 0.784 -2.322 -1.735
O -0.134 -2.313 -2.694
C 0.404 -1.360 -0.548
C 0.154 0.045 -1.032
C 0.110 1.087 0.146
N -0.470 2.823 2.448
C -0.831 1.442 2.178
N -0.496 0.555 1.371
H 1.824 -1.936 -1.995
H 1.037 -3.312 -1.262
H -0.499 -1.797 -0.125
H 1.242 -1.351 0.170
H 0.938 0.475 -1.662
H -0.794 0.068 -1.569
H 1.172 1.345 0.259
H -0.434 1.953 -0.241
H 0.156 3.289 1.787
H -1.539 1.085 2.920
H 0.258 1.954 2.617

(5)
100
Properties=species:S:1:pos:R:3 method="wB97M-V/def2-TZVPD" charge=-2 e_tot_ha=-4515.4767 multiplicity=2 fmax_ev_per_a=0.79 gap_ev="6.0 / 5.7" s2=0.760
Ru 1.853 0.550 1.497
O 4.079 1.997 -2.363
C 4.385 0.773 -2.807
C 5.020 0.676 -4.050
C 5.342 -0.556 -4.580
C 5.039 -1.726 -3.886
C 4.418 -1.636 -2.654
C 4.093 -0.403 -2.090
C 3.416 -0.335 -0.771
O 3.125 0.813 -0.304
N 3.160 -1.499 -0.174
N 2.435 -1.287 0.940
C 2.101 -2.227 1.743
C 1.291 -1.845 2.889
C 0.800 -2.768 3.801
C 0.047 -2.329 4.875
C -0.192 -0.973 5.027
C 0.333 -0.099 4.087
N 1.050 -0.520 3.053
H 3.585 1.876 -1.509
H 5.233 1.595 -4.581
H 5.826 -0.610 -5.549
H 5.280 -2.694 -4.307
H 4.155 -2.524 -2.094
H 2.394 -3.255 1.564
H 0.998 -3.820 3.646
H -0.353 -3.040 5.587
H -0.771 -0.586 5.854
H 0.178 0.973 4.135
S 4.012 3.373 7.855
C 3.592 2.843 6.332
S 2.332 3.534 5.387
C 2.466 2.508 3.977
C 3.425 1.559 4.056
S 3.836 0.513 2.721
S 4.347 1.522 5.537
S 1.454 2.735 2.592
C -4.434 0.953 -1.667
C -3.199 0.362 -2.340
C -3.446 0.060 -3.807
O -2.113 1.267 -2.220
C -1.134 0.740 -1.299
C -1.894 -0.426 -0.656
O -2.798 -0.822 -1.706
C -1.117 -1.629 -0.082
O -0.331 -1.197 0.931
C -0.281 -2.430 -1.104
C -0.120 -2.150 -2.456
C 0.734 -2.913 -3.250
C 1.422 -3.987 -2.713
C 1.246 -4.298 -1.368
C 0.408 -3.527 -0.585
C -2.222 -2.588 0.459
C -2.949 -3.462 -0.346
C -3.920 -4.289 0.202
C -4.185 -4.251 1.566
C -3.470 -3.376 2.373
C -2.495 -2.555 1.820
C -0.582 1.881 -0.395
O 0.636 1.523 0.120
C -0.217 3.116 -1.245
C 0.080 4.300 -0.574
C 0.573 5.405 -1.250
C 0.793 5.347 -2.621
C 0.521 4.166 -3.296
C 0.023 3.063 -2.614
C -1.651 2.247 0.646
C -2.645 3.187 0.398
C -3.628 3.453 1.345
C -3.636 2.770 2.552
C -2.657 1.814 2.800
C -1.675 1.558 1.856
H -4.655 1.935 -2.088
H -4.257 1.073 -0.598
H -5.289 0.291 -1.817
H -3.800 0.955 -4.321
H -4.193 -0.729 -3.900
H -2.516 -0.272 -4.269
H -0.262 0.375 -1.849
H -2.484 -0.057 0.188
H -0.661 -1.334 -2.911
H 0.862 -2.655 -4.295
H 2.093 -4.573 -3.331
H 1.776 -5.137 -0.930
H 0.272 -3.755 0.467
H -2.747 -3.495 -1.410
H -4.473 -4.968 -0.439
H -4.942 -4.899 1.994
H -3.667 -3.337 3.439
H -1.902 -1.877 2.424
H -0.049 4.345 0.501
H 0.804 6.309 -0.699
H 1.188 6.205 -3.151
H 0.706 4.095 -4.362
H -0.183 2.159 -3.169
H -2.650 3.718 -0.547
H -4.390 4.195 1.136
H -4.399 2.978 3.294
H -2.664 1.257 3.730
H -0.943 0.776 2.001

(6)
17
Properties=species:S:1:pos:R:3 method="wB97M-V/def2-TZVPD" e_tot_ha=-613.3107 multiplicity=1 fmax_ev_per_a=4.89 gap_ev=9.0 smiles=CC#CP(C)C#CC
C 1.512 1.858 -2.751
C 1.090 0.683 -2.062
C 0.878 -0.271 -1.301
P -0.103 -1.572 -0.627
C 1.281 -2.213 0.433
C -1.206 -0.950 0.661
C -2.102 -0.414 1.222
C -3.182 0.174 1.972
H 2.451 2.222 -2.384
H 1.316 1.907 -3.739
H 0.905 2.578 -2.147
H 1.160 -3.232 0.993
H 1.197 -1.464 1.201
H 2.252 -2.259 -0.128
H -4.097 -0.262 1.659
H -3.281 1.128 1.538
H -2.968 0.097 2.977

(7)
51
Properties=species:S:1:pos:R:3 method="wB97M-V/def2-TZVPD" e_tot_ha=-1299.4264 multiplicity=1 fmax_ev_per_a=3.14 gap_ev=10.3
O -3.533 0.108 -0.675
H -3.297 -0.366 -1.473
H -2.637 0.311 -0.362
O -2.602 -0.568 2.762
H -2.016 -0.206 3.438
H -3.096 0.245 2.588
O 0.840 4.076 -2.031
H 0.257 4.089 -2.773
H 1.606 3.543 -2.266
O 3.993 -1.499 -0.732
H 3.728 -2.176 -0.131
H 3.571 -1.645 -1.578
O -3.857 3.155 0.782
H -4.161 2.347 0.332
H -4.074 3.728 0.033
O -3.204 -2.350 0.991
H -3.743 -1.850 0.374
H -3.476 -1.984 1.847
O -2.534 -1.669 -4.416
H -3.387 -1.411 -4.069
H -1.843 -1.209 -3.932
O 2.341 1.063 -3.562
H 3.162 1.200 -3.094
H 1.988 0.289 -3.114
O -0.139 3.781 0.577
H 0.445 4.105 -0.103
H -0.380 4.446 1.224
O 1.931 -2.197 -3.592
H 1.549 -1.503 -4.062
H 1.997 -2.067 -2.665
O 6.081 0.295 -0.468
H 5.396 0.941 -0.304
H 5.688 -0.538 -0.743
O 0.268 -0.211 -1.762
H 0.094 0.661 -2.109
H -0.215 -0.407 -0.956
O -0.419 -0.298 5.411
H -0.027 -0.828 4.685
H -0.511 0.607 5.115
O -0.371 -2.073 2.573
H -1.217 -1.651 2.360
H -0.297 -2.956 2.225
O 1.295 -2.787 -0.445
H 0.606 -2.781 0.225
H 1.159 -3.525 -1.046
O 1.691 -1.207 4.076
H 2.073 -0.667 3.379
H 2.434 -1.527 4.594
O -1.185 1.331 1.074
H -1.645 2.081 0.669
H -0.327 1.756 1.131

(8)
89
Properties=species:S:1:pos:R:3 method="wB97M-V/def2-TZVPD" charge=+1 e_tot_ha=-5968.7895 multiplicity=3 fmax_ev_per_a=2.42 gap_ev="6.0 / 5.3" s2=2.066
W 0.183 -0.793 -0.120
C -2.271 -6.308 0.131
C -2.807 -5.422 -0.988
N -2.913 -4.038 -0.581
C -1.888 -3.189 -0.583
S -2.200 -1.564 0.001
N -0.730 -3.552 -1.055
N 0.221 -2.602 -1.133
C 1.395 -2.988 -1.651
C 1.677 -4.409 -2.000
C 2.250 -1.894 -1.934
C 3.460 -1.934 -2.651
C 4.033 -0.764 -3.077
C 3.392 0.453 -2.795
C 2.259 0.444 -2.021
N 1.714 -0.689 -1.543
H -2.276 -7.346 -0.190
H -2.890 -6.215 1.019
H -1.253 -6.019 0.380
H -3.803 -5.752 -1.287
H -2.139 -5.466 -1.849
H -3.753 -3.752 -0.105
H 0.765 -4.872 -2.369
H 1.988 -4.963 -1.113
H 2.455 -4.478 -2.753
H 3.923 -2.881 -2.867
H 4.950 -0.774 -3.643
H 3.792 1.382 -3.162
H 1.748 1.365 -1.751
Br 2.169 9.797 -1.149
C 0.738 8.601 -1.511
C 1.027 7.292 -1.878
C -0.003 6.403 -2.086
C -1.335 6.828 -1.960
C -1.605 8.169 -1.651
C -0.575 9.047 -1.404
N -2.401 6.032 -2.298
N -2.471 4.810 -2.204
C -1.794 3.932 -1.428
C -1.496 4.163 -0.076
C -1.076 3.149 0.761
C -0.801 1.875 0.248
O -0.345 0.844 0.933
C -1.013 1.647 -1.133
N -0.681 0.399 -1.572
C -1.021 0.072 -2.829
C -1.686 0.947 -3.675
C -1.961 2.240 -3.264
C -1.609 2.622 -1.963
H 2.056 6.983 -1.995
H 0.212 5.386 -2.384
H -2.633 8.486 -1.577
H -0.778 10.076 -1.147
H -1.671 5.152 0.322
H -0.929 3.334 1.813
H -0.771 -0.938 -3.149
H -1.981 0.610 -4.655
H -2.468 2.947 -3.900
O -4.916 -2.541 5.417
C -4.291 -3.531 4.764
O -4.744 -4.642 4.752
C -3.017 -3.189 4.055
C -2.658 -1.891 3.691
C -1.497 -1.665 2.973
C -0.683 -2.739 2.617
S 0.788 -2.467 1.683
C -1.023 -4.031 3.002
C -2.186 -4.254 3.706
H -4.435 -1.705 5.391
H -3.295 -1.045 3.922
H -1.226 -0.655 2.668
H -0.375 -4.847 2.731
H -2.479 -5.252 3.992
C 1.970 -0.314 3.872
O 2.364 0.401 2.706
P 2.133 0.061 1.155
O 3.434 -0.832 0.745
C 4.351 -1.450 1.650
O 2.490 1.512 0.579
C 3.660 2.226 1.007
H 2.692 -0.047 4.644
H 1.981 -1.392 3.712
H 0.972 0.003 4.177
H 4.678 -0.756 2.426
H 5.202 -1.758 1.041
H 3.892 -2.326 2.111
H 3.588 3.226 0.586
H 4.558 1.731 0.634
H 3.694 2.287 2.093

Quick rundown of molecular weight, same order as above: 566.4; 542.9; 102.2; 115.2; 1002.2; 124.1; 306.3; 1009.6 u
Quick rundown of relative energy (zero: lowest compared OMol25 entry of this formula, charge and spin), same order as above: 134.5; 0.0; 132.0; 76.2; 1.5; 74.0; 65.0; 35.9 kcal/mol